Density functional theory data (wB97M-V/def2-TZVPD) for a structure of composition C37H38GeIrN8O2S.

Geometry as XYZ:
```
88
C37H38GeIrN8O2S wB97M-V/def2-TZVPD
Ir -0.317 -0.082 0.284
N 5.077 5.133 -1.895
C 4.585 3.871 -1.586
C 4.821 3.307 -0.326
C 4.296 2.075 0.005
C 3.516 1.389 -0.928
C 3.278 1.932 -2.185
C 3.813 3.164 -2.513
S 2.793 -0.154 -0.531
O 1.997 -0.515 -1.679
O 3.800 -1.037 -0.042
N 1.672 0.177 0.629
C 1.808 0.384 1.983
N 0.579 0.409 2.563
C 0.528 0.616 3.879
C 1.668 0.799 4.628
C 2.867 0.752 3.939
N 2.959 0.554 2.619
H 5.827 5.483 -1.329
H 5.140 5.377 -2.864
H 5.426 3.849 0.394
H 4.485 1.630 0.977
H 2.673 1.378 -2.898
H 3.635 3.591 -3.496
H -0.456 0.616 4.338
H 1.626 0.943 5.699
H 3.810 0.875 4.464
C -3.308 3.225 -0.549
Ge -1.643 3.189 0.485
C -0.769 4.918 0.302
C -2.085 2.872 2.362
C -0.431 1.852 -0.204
H -4.122 3.561 0.103
H -3.555 2.232 -0.945
H -3.220 3.917 -1.393
H -1.425 5.714 0.672
H -0.533 5.114 -0.750
H 0.162 4.929 0.878
H -3.085 3.259 2.584
H -1.361 3.377 3.012
H -2.065 1.799 2.595
H 0.335 2.211 -0.903
C -3.727 -0.717 -3.973
C -2.510 -0.088 -3.714
C -2.069 0.064 -2.418
C -2.844 -0.407 -1.342
C -4.061 -1.064 -1.613
C -4.492 -1.207 -2.918
N -2.329 -0.294 -0.057
C -3.202 -0.280 1.048
C -2.811 -0.897 2.249
C -3.645 -0.842 3.351
C -4.856 -0.154 3.286
C -5.237 0.477 2.107
C -4.425 0.412 0.991
H -4.068 -0.839 -4.993
H -1.905 0.285 -4.531
H -1.131 0.568 -2.210
H -4.626 -1.510 -0.804
H -5.425 -1.723 -3.113
H -1.873 -1.451 2.301
H -3.353 -1.335 4.269
H -5.499 -0.109 4.158
H -6.164 1.037 2.061
H -4.701 0.936 0.085
C -0.467 -4.337 -0.707
C -0.712 -2.974 -0.683
N -0.074 -2.198 0.243
C 0.751 -2.743 1.137
C 0.993 -4.123 1.238
C 0.376 -4.911 0.230
C 1.863 -4.648 2.229
C 2.258 -4.075 3.438
C 1.625 -3.070 4.229
C 2.266 -2.544 5.388
C 1.605 -1.635 6.169
N 0.347 -1.208 5.915
C -0.166 -1.762 4.815
N 0.362 -2.628 3.951
H -0.950 -4.938 -1.470
H -1.355 -2.496 -1.405
H 1.273 -2.065 1.796
H 0.562 -5.980 0.220
H 2.301 -5.617 1.989
H 3.131 -4.521 3.909
H 3.272 -2.870 5.640
H 2.079 -1.210 7.051
H -1.187 -1.445 4.583
```

gap between HOMO and LUMO (spin up / spin down) = 4.97 / 4.16 eV
HOMO level (spin up / spin down) = -0.171 / -0.262 hartree
E = -4600.51023 Eh
net charge = 0
E_LUMO (spin up / spin down) = 0.3 / -3.0 eV
multiplicity = 6

Here are the Mulliken charges for atoms 1 to 5, given in e:
1. Ir 1.9039
2. N -0.5459
3. C 1.1205
4. C -0.8472
5. C -0.5239

=====

Density functional theory data (wB97M-V/def2-TZVPD) for an isolated molecule of C4H8N4O.

Geometry as XYZ:
```
17
C4H8N4O wB97M-V/def2-TZVPD
C 1.593 -1.425 -1.992
C -0.142 -0.892 -0.160
C -1.084 -0.647 0.762
C -0.061 2.198 1.607
H 2.338 -0.803 -1.439
H 2.128 -1.882 -2.954
H 0.764 -0.637 -2.285
H 0.195 -0.038 -0.846
H -1.561 -1.524 1.200
H -1.979 0.669 1.963
H -1.381 2.343 0.027
H 0.220 3.285 1.247
N 1.111 -2.508 -1.153
N 0.274 -2.209 -0.312
N -1.729 0.550 0.987
N -0.961 1.762 0.678
O 0.274 1.758 2.670
```

SMILES = C/N=N\C=C\NNC=O
gap between HOMO and LUMO = 9.29 eV
HOMO level = -0.321 hartree
energy relative to the best compared isomer or geometry (same formula, charge and spin) = 448.7 kJ/mol
E = -451.34734 Eh
net charge = 0
E_LUMO = 0.5 eV

Here are the Mulliken charges for atoms 1 to 5, given in e:
1. C -0.6243
2. C -0.3744
3. C 0.1006
4. C 0.0808
5. H 0.3525

=====

Density functional theory data (wB97M-V/def2-TZVPD) for an isolated molecule of C23H28F2N6O4S.

Geometry as XYZ:
```
64
C23H28F2N6O4S wB97M-V/def2-TZVPD
C 5.251 -2.036 -1.104
H 6.087 -1.345 -1.036
C 4.172 -1.669 -0.094
C 2.967 -2.592 -0.177
H 2.236 -2.353 0.592
H 3.266 -3.637 -0.102
S 2.094 -2.476 -1.779
C 1.225 -0.980 -1.595
N 0.487 -0.646 -2.642
C -0.157 0.507 -2.471
N -1.052 1.164 -3.246
N -1.428 2.289 -2.616
N -0.836 2.402 -1.496
C -0.026 1.326 -1.331
C 0.730 0.814 -0.256
N 1.353 -0.345 -0.432
N 0.805 1.462 0.918
C 1.330 0.890 2.110
C 0.397 0.781 3.295
C 0.863 1.080 4.664
C 2.139 0.743 5.107
C 2.547 1.037 6.394
C 1.679 1.674 7.262
C 0.403 2.016 6.833
C -0.002 1.723 5.545
H -0.998 2.002 5.239
F -0.449 2.636 7.666
F 2.077 1.958 8.514
H 3.534 0.777 6.741
H 2.830 0.244 4.445
C 0.848 -0.453 2.555
H 0.120 -0.957 1.940
H 1.549 -1.116 3.037
H -0.621 1.096 3.101
H 2.366 1.151 2.303
H 0.239 2.296 0.999
C -1.840 0.712 -4.367
H -1.658 1.356 -5.232
C -3.311 0.697 -3.933
H -3.946 0.539 -4.804
H -3.591 1.623 -3.435
C -3.363 -0.525 -3.005
O -2.811 -0.261 -1.729
C -3.689 0.315 -0.782
C -2.911 0.481 0.532
O -2.479 1.790 0.789
H -2.052 2.157 -0.006
H -3.542 0.210 1.381
H -2.058 -0.213 0.491
H -4.051 1.296 -1.120
H -4.555 -0.345 -0.638
C -2.450 -1.569 -3.704
O -3.180 -2.561 -4.361
H -3.544 -2.167 -5.168
C -1.555 -0.757 -4.695
O -1.954 -0.977 -6.031
H -1.650 -1.854 -6.292
H -0.498 -1.000 -4.559
H -1.838 -2.070 -2.951
H -4.380 -0.925 -2.892
H 3.839 -0.642 -0.256
H 4.578 -1.733 0.919
H 4.850 -1.998 -2.114
H 5.619 -3.043 -0.920
```

SMILES = CCCSc1nc(N[C@@H]2C[C@H]2c2ccc(F)c(F)c2)c2nnn([C@@H]3C[C@H](OCCO)[C@@H](O)[C@H]3O)c2n1
gap between HOMO and LUMO = 8.85 eV
HOMO level = -0.311 hartree
energy relative to the best compared isomer or geometry (same formula, charge and spin) = 36.4 kJ/mol
E = -2120.62007 Eh
net charge = 0
E_LUMO = 0.4 eV

Here are the Mulliken charges for atoms 1 to 5, given in e:
1. C -1.3542
2. H 0.3737
3. C -0.1013
4. C -0.4138
5. H -0.0537

=====

Density functional theory data (wB97M-V/def2-TZVPD) for an isolated molecule of C8H6N2O2.

Geometry as XYZ:
```
18
C8H6N2O2 wB97M-V/def2-TZVPD
C 0.899 -0.669 0.300
C 0.757 -1.896 0.899
C -0.523 -2.374 1.284
C -1.630 -1.591 1.069
C -1.440 -0.299 0.524
C -0.225 0.115 -0.018
C -0.181 1.417 -0.734
C 0.593 2.998 -1.864
H 2.747 -1.000 0.049
H 1.588 -2.574 0.967
H -0.473 -3.380 1.816
H -2.563 -1.967 1.478
H -2.199 0.389 0.306
H 1.351 3.591 -2.276
N -1.127 2.283 -0.822
N -0.654 3.299 -1.576
O 2.122 -0.185 -0.049
O 0.958 1.841 -1.354
```

SMILES = Oc1ccccc1-c1nnco1
gap between HOMO and LUMO = 9.32 eV
HOMO level = -0.327 hartree
energy relative to the best compared isomer or geometry (same formula, charge and spin) = 208.0 kJ/mol
E = -568.40308 Eh
net charge = 0
E_LUMO = 0.4 eV

Here are the Mulliken charges for atoms 1 to 5, given in e:
1. C 1.0037
2. C -0.7487
3. C -0.2679
4. C -0.6570
5. C -0.5229

=====

Density functional theory data (wB97M-V/def2-TZVPD) for a cluster of 2 separate species, C2H9N2S in total.

Geometry as XYZ:
```
14
C2H9N2S wB97M-V/def2-TZVPD
C -3.033 1.261 0.527
S -1.711 2.553 0.734
H -2.758 0.400 1.230
H -3.979 1.529 0.985
H -3.164 0.966 -0.501
N 0.510 -0.851 -0.637
C 1.867 -1.351 -0.391
N 2.739 -0.256 -0.089
H 0.015 -0.589 0.155
H 0.342 -0.305 -1.403
H 1.818 -2.137 0.536
H 2.234 -1.783 -1.294
H 2.602 0.419 -0.741
H 2.518 0.144 0.890
```

gap between HOMO and LUMO = 5.94 eV
HOMO level = -0.080 hartree
energy relative to the best compared isomer or geometry (same formula, charge and spin) = 144.1 kJ/mol
E = -589.27767 Eh
net charge = -1
E_LUMO = 3.8 eV

Here are the Mulliken charges for atoms 1 to 5, given in e:
1. C -0.7937
2. S -0.7737
3. H 0.1322
4. H 0.2625
5. H 0.1842

=====

Density functional theory data (wB97M-V/def2-TZVPD) for the ion C28H42Cl2N4O2 with charge +2.

Geometry as XYZ:
```
78
C28H42Cl2N4O2 wB97M-V/def2-TZVPD
C 1.334 7.267 0.898
H 0.976 7.872 0.071
C 1.486 5.795 0.542
H 2.266 5.679 -0.213
H 1.794 5.262 1.442
N 0.265 5.112 0.011
C 0.569 3.668 -0.174
H -0.298 3.208 -0.651
H 1.412 3.592 -0.865
C 0.889 2.852 1.093
N 0.876 1.445 0.763
C -0.264 0.761 0.611
O -1.384 1.230 0.704
C -0.037 -0.721 0.288
O 1.089 -1.189 0.234
N -1.197 -1.369 0.141
H -2.008 -0.756 0.189
C -1.419 -2.694 -0.414
H -1.421 -2.617 -1.508
H -2.414 -3.026 -0.118
C -0.343 -3.725 -0.074
N -0.387 -4.408 1.252
C 0.938 -5.095 1.424
C 2.135 -4.193 1.694
H 2.119 -3.777 2.697
H 3.030 -4.804 1.612
H 2.233 -3.377 0.985
H 1.117 -5.677 0.518
H 0.836 -5.790 2.259
C -0.560 -3.465 2.405
C -1.973 -3.039 2.777
H -2.579 -3.871 3.121
H -1.887 -2.341 3.607
H -2.497 -2.526 1.980
H 0.045 -2.586 2.186
H -0.135 -3.961 3.280
C -1.473 -5.448 1.283
C -1.295 -6.618 0.347
C -0.583 -7.747 0.753
C -0.446 -8.850 -0.068
C -1.036 -8.856 -1.321
C -1.782 -7.767 -1.734
C -1.914 -6.665 -0.903
Cl -2.930 -5.365 -1.453
H -2.274 -7.775 -2.693
H -0.938 -9.713 -1.967
H 0.110 -9.708 0.275
H -0.146 -7.775 1.739
H -1.521 -5.828 2.305
H -2.413 -4.954 1.038
H -0.394 -4.512 -0.826
H 0.619 -3.220 -0.160
H 1.739 0.934 0.623
H 0.121 3.010 1.855
H 1.869 3.091 1.505
C -0.878 5.326 0.956
C -2.127 4.495 0.699
H -2.566 4.696 -0.274
H -2.865 4.780 1.445
H -1.964 3.426 0.797
H -0.512 5.127 1.964
H -1.146 6.381 0.898
C -0.119 5.679 -1.330
C 0.881 5.480 -2.438
C 1.911 6.396 -2.642
C 2.805 6.255 -3.688
C 2.676 5.194 -4.568
C 1.646 4.285 -4.404
C 0.757 4.430 -3.351
Cl -0.548 3.286 -3.229
H 1.522 3.470 -5.100
H 3.363 5.081 -5.391
H 3.591 6.981 -3.823
H 2.003 7.250 -1.989
H -1.054 5.204 -1.626
H -0.297 6.746 -1.194
H 0.683 7.421 1.753
H 2.318 7.643 1.170
```

SMILES = CC[N+](CC)(CCNC(=O)C(=O)NCC[N+](CC)(CC)Cc1ccccc1Cl)Cc1ccccc1Cl
gap between HOMO and LUMO = 9.49 eV
HOMO level = -0.508 hartree
energy relative to the best compared isomer or geometry (same formula, charge and spin) = 21.8 kJ/mol
E = -2381.57341 Eh
net charge = +2
E_LUMO = -4.3 eV

Here are the Mulliken charges for atoms 1 to 5, given in e:
1. C -1.4577
2. H 0.3430
3. C -0.5362
4. H 0.6940
5. H 0.3247